No. 1
Density functional theory data (ωB97M-V with the def2-TZVPD basis set) for a 7-piece molecular cluster, C15H35O10P overall.

Geometry as XYZ:
```
61
C15H35O10P ωB97M-V with the def2-TZVPD basis set
H -1.96507 2.12002 -4.79422
H 1.84868 -3.46165 1.03987
H 4.72638 -6.70961 0.15537
C -1.48599 2.95305 -5.31544
O -1.25923 4.04533 -4.43363
H 3.09300 -6.12919 -0.21407
O -5.18852 -1.48767 0.86906
H -5.96879 0.34088 1.46189
O 0.56243 2.37369 -2.40172
H 6.69725 3.02566 -2.13998
H 3.36025 -7.14269 1.21704
H 1.16469 3.21444 2.70448
H 4.60468 -5.35662 2.04562
C 0.44234 0.74617 0.36812
H 5.81020 1.62570 -0.50188
C 1.67656 0.20778 0.29243
C 1.39003 2.49174 1.93739
O 6.54378 1.27744 -1.01798
H -5.65561 -0.83125 2.77404
H 3.38743 2.15532 2.57843
H -8.94043 -0.77008 3.43406
H -1.20284 0.63726 -0.92978
C 2.59672 1.92875 1.88515
C 3.78811 -6.35643 0.58970
H 7.37576 1.55127 -2.85493
H -1.62525 -0.93720 1.63698
C -8.43561 -1.73440 3.34088
O 3.96777 0.86940 0.29201
H -8.71978 -1.92273 1.42519
H -0.54959 2.60647 -5.76033
C 2.85054 0.97820 0.77021
O -2.35932 1.00144 1.52598
H -7.57561 -1.74806 4.00441
O 3.98949 -5.15877 1.33641
H -0.67556 3.72804 -3.73782
H -2.14581 3.30025 -6.10688
H -1.96251 1.06148 2.39438
H 2.48116 2.84301 -2.90806
H -4.30000 -0.01754 1.95811
O 3.54500 -1.63378 -0.74603
H -2.73559 -0.59908 0.35857
H 2.07332 3.18348 -1.21394
C -0.77893 0.04427 -0.12123
C -5.29105 -0.43705 1.82265
C 6.55081 1.94862 -2.26869
H 5.61663 1.77405 -2.81184
C -1.89264 -0.18215 0.90016
H -0.54018 -0.92141 -0.54875
H 0.85563 -2.07898 1.64274
H 4.09388 -1.38165 0.00734
C 0.36286 2.12342 0.93336
H -0.12045 2.70138 -1.80350
H -6.07351 -1.85046 0.77275
H 2.59122 -2.06568 1.87875
H -9.12039 -2.53383 3.63217
C 1.70561 3.21454 -2.24393
P 1.95366 -1.49154 -0.38977
O -0.45152 2.94847 0.56586
H 1.47398 4.24932 -2.50888
C 1.79912 -2.39808 1.21044
O -7.95918 -1.93283 2.01125
```

- HOMO-LUMO gap: 7.2852 eV
- SMILES: CP(O)C1=C(CCO)C(=O)C=CC1=O.CO.CO.CO.CO.CO.CO
- Energy above the lowest of the compared OMol25 structures with the same formula, charge and spin: 92.0 kcal per mole
- Electronic energy: -45882.6182 eV
- Strongest force on any atom: 1.059 eV/Å

No. 2
Density functional theory data (ωB97M-V with the def2-TZVPD basis set) for a 5-piece molecular cluster, C15H36BN4O6 overall.

Geometry as XYZ:
```
62
C15H36BN4O6 ωB97M-V with the def2-TZVPD basis set
H 0.73454 -0.70470 1.06477
O -2.00002 1.31484 2.86934
H 0.93066 -0.65028 2.83410
C 0.24708 -3.46344 -4.50776
H -0.77955 1.25868 -1.57565
H -0.47243 -2.96019 -5.15417
H 3.25218 3.21249 4.88663
C 0.63364 -3.13323 3.15441
N -2.62178 2.28367 0.90864
H 1.73564 3.62518 5.70735
H 0.39184 -2.76087 4.15323
H -1.29754 -6.41904 -3.91659
C -2.62950 3.47343 0.08140
H -1.59805 0.64341 -3.02200
H -2.32968 0.27086 0.32925
H 2.28945 0.97818 -1.24363
O -1.52515 -2.28775 0.43528
H 1.72029 -3.11294 3.03500
H 2.93430 2.12745 -2.42089
H 0.84563 2.25310 2.81104
H -3.47074 1.20636 -0.64729
H -0.65238 -0.34385 2.10212
H 1.09621 -3.76642 -5.12042
H 2.59774 5.65625 4.36163
H 3.58617 0.48449 -2.33220
C 0.26074 -0.92982 2.02172
H -3.93212 0.63826 0.97618
C -0.05013 -0.69286 -2.20598
H 1.12656 5.92903 3.40165
N -0.36124 -4.61005 -3.84298
H -3.64974 3.75024 -0.19645
H -0.96255 -3.73244 -2.02371
C 2.03735 5.33452 3.48553
C -0.86314 -5.62730 -4.55584
H -0.78468 -1.48239 -2.42411
C -0.90371 -2.90819 1.27358
B 1.57981 0.52506 -3.35966
O 1.09225 -0.85143 -2.99147
H 0.18962 -0.77148 -1.13436
N -0.02447 -2.35719 2.13579
C 1.03416 3.32398 2.62849
H 2.05744 0.50268 -4.50647
C -2.09356 2.29549 2.13816
C -0.40738 -4.59572 -2.39540
H 1.83470 2.16772 4.71255
C -0.61959 0.70784 -2.51720
O 0.64600 3.90202 1.63444
H 0.30194 -4.16937 3.08639
H 0.60036 -4.54746 -1.97626
C 2.16308 3.20296 4.79422
O -0.86106 -5.71365 -5.77266
H -2.04544 3.32100 -0.82594
O 0.31226 1.34032 -3.33441
H -1.71152 3.28269 2.43342
C 2.66566 1.07780 -2.27242
N 1.72566 3.92528 3.62427
H -0.89189 -5.50623 -2.04073
H -1.00307 -4.00152 1.40178
C -3.11557 1.02602 0.36482
H 2.63168 5.51451 2.58911
H -2.17546 4.29263 0.63688
H 0.57851 -2.74864 -3.75652
```

- HOMO-LUMO gap: 6.1358 eV
- Charge: -1
- Energy above the lowest of the compared OMol25 structures with the same formula, charge and spin: 0.0 kcal per mole
- Electronic energy: -35063.2499 eV
- Strongest force on any atom: 0.261 eV/Å

No. 3
Density functional theory data (ωB97M-V with the def2-TZVPD basis set) for C15H36BrClO6S as an isolated structure.

Geometry as XYZ:
```
60
C15H36BrClO6S ωB97M-V with the def2-TZVPD basis set
C 0.36429 5.81703 -5.31046
Br -3.34458 2.56987 -2.27387
O -2.84312 -0.01825 -3.90699
H -1.51645 -2.84730 3.13368
C -0.57457 -5.31706 7.14871
S -2.55110 -0.25820 -2.52135
C -2.75077 -1.21668 3.81914
H 0.33397 -6.81248 8.39765
H -0.36455 4.98399 -7.16260
H 3.42629 6.28150 -4.23844
H 0.80555 6.28641 -7.39145
H 0.19980 -2.40558 0.93565
O -2.40857 -1.95656 1.49206
H -1.61901 -0.04606 1.67074
C 0.48210 -4.83881 4.40809
H 1.66369 -4.18238 6.09470
H 1.83297 0.28429 -3.82305
H 0.71521 6.78049 -4.92324
O -3.32411 0.84260 -1.63614
H 0.95711 -5.17518 8.66180
H 0.66531 2.24635 -1.82511
H 0.70801 -0.71431 1.06013
C 2.56749 4.94485 -5.69843
H 4.31020 6.20133 -5.77158
Cl 2.17058 -0.10924 -1.54455
O -1.07025 0.33662 -2.26146
C 1.03343 2.00466 -2.81812
H 1.96360 2.54384 -2.97027
C -0.05954 -0.26859 -3.09209
H -3.24025 -3.09688 2.90801
H 3.14267 4.07148 -5.38935
H 0.08631 -1.29788 -2.77102
O 1.31574 4.80014 -5.05262
H -0.90836 -6.02443 6.38053
H 2.45044 4.88000 -6.78634
C -2.44971 -2.34830 2.85116
H -3.67439 -0.70980 3.53696
C 0.00281 -1.45536 1.43484
H 1.26117 -4.64563 3.67003
H -2.86118 -1.61450 4.82835
H -0.83392 6.66829 -6.87886
H 0.72033 -2.91373 5.33083
H -0.48769 -4.62672 3.95761
H 0.19333 -1.58823 2.50161
C 0.69548 -3.96220 5.63017
H 1.45590 -6.10089 7.24357
O -0.34744 -4.03874 6.58444
C -1.41994 -0.99721 1.16355
H -1.41098 -5.17414 7.83272
H -0.50818 5.53674 -4.72002
H -1.95213 -0.47395 3.84347
H 2.80643 7.10961 -5.66918
H -0.37642 -0.22494 -4.13178
H 0.30868 2.32862 -3.56236
H 0.51261 -5.90198 4.65024
C 3.31739 6.21102 -5.32129
C -0.02546 5.94453 -6.77318
H -1.54554 -0.81554 0.09778
C 0.61626 -5.88195 7.90449
C 1.23591 0.51112 -2.94365
```

- HOMO-LUMO gap: 8.5659 eV
- Electronic energy: -121820.8263 eV
- Strongest force on any atom: 0.526 eV/Å

No. 4
Density functional theory data (ωB97M-V with the def2-TZVPD basis set) for a 4-piece molecular cluster, C15H36ClINO9S4 overall.

Geometry as XYZ:
```
67
C15H36ClINO9S4 ωB97M-V with the def2-TZVPD basis set
O 2.51375 3.21583 -3.94683
H -2.75206 5.01447 -7.96142
O -4.68905 5.31424 -6.10504
O 2.43377 0.73392 -4.29333
C -4.95052 6.45015 -3.97636
C 4.59294 3.89522 -4.99819
S 0.16460 -1.28204 1.88750
S 1.92900 1.97862 -4.83211
H 4.10386 4.82284 -5.31204
H 4.15445 -5.21917 10.80284
C 2.87790 -4.30393 7.00243
C 3.91855 3.32099 -3.76661
H -0.77506 -3.62008 1.43081
H 4.53328 3.19806 -5.83952
H -4.15317 5.91088 -3.45589
H 3.12003 -6.60959 10.32316
H -5.97492 4.64769 -4.61276
S 2.26719 -4.54406 9.54506
O 2.35221 -3.17749 10.01174
C -0.12981 -1.38713 -0.64466
N -0.61677 -0.68217 0.43739
H -0.35713 1.42362 -4.92395
O 1.00285 -5.16805 9.21882
C 3.13146 -5.58402 10.69553
H 2.27039 -2.28560 7.49967
H -4.49917 7.34163 -4.42327
H 0.13621 1.95473 -3.28791
H -2.87141 -4.71672 4.10808
H 2.24263 -1.31092 -0.42651
H -2.19970 -1.85534 -1.48944
S -3.53525 4.18361 -5.88878
H 4.08287 3.99765 -2.92149
Cl -0.30527 -0.04632 3.55311
C -0.57204 -2.95990 2.38113
C -3.05192 4.03283 -7.59046
H 4.35050 2.35246 -3.49340
O 3.29138 -4.73341 8.29145
C 0.22710 2.15209 -4.35720
H -6.44549 6.11293 -5.47124
C -1.95938 -2.77161 3.28580
H 1.86079 -4.64647 6.78463
C 1.39027 -1.23850 -1.25195
H 1.49934 -0.25376 -1.91013
C 2.99308 -2.79826 6.85753
H 2.61364 -5.52793 11.65569
H -2.58115 -1.83702 2.95450
C -5.59130 5.57979 -5.04088
H -1.66558 -2.63289 4.43461
C -2.81574 -4.17340 3.06990
H -3.87314 -3.84727 2.64994
H -0.80346 -2.72004 -2.48604
H -1.31081 -3.38905 -0.73414
H 1.57383 -2.13814 -1.99915
H 2.80316 -2.49332 5.82467
C -1.17744 -2.43840 -1.41199
H -0.10585 3.16340 -4.59709
H -5.69022 6.75961 -3.23277
H -3.89286 3.63929 -8.16365
O 2.04832 2.31386 -6.23421
H -2.20742 3.34185 -7.64125
H -2.30624 -4.91487 2.31371
O -2.43860 4.77415 -5.15316
H 3.98921 -2.45451 7.15374
H 3.54259 -4.78422 6.27675
H 5.64942 4.09796 -4.80171
I 0.79774 -4.12445 3.70164
O -4.16040 2.94564 -5.47528
```

- HOMO-LUMO gap: 6.6800 eV
- Charge: +1
- Electronic energy: -100006.4327 eV
- Strongest force on any atom: 3.887 eV/Å